The following is a DFT calculation (ωB97M-V/def2-TZVPD) of a single C21H19F2N5O3S molecule.

Structure (ORCA input):
```
! wB97M-V def2-TZVPD RIJCOSX def2/J DEFGRID3
* xyz 0 1
C -0.669 2.068 -3.034
C -2.183 2.058 -2.818
C -2.535 1.327 -1.555
C -2.593 -0.061 -1.532
C -2.902 -0.752 -0.376
C -3.157 -0.049 0.795
N -3.444 -0.679 2.018
C -3.269 -1.982 2.341
O -3.101 -2.895 1.565
C -3.263 -2.231 3.848
S -2.128 -1.073 4.717
C -0.993 -0.747 3.393
N -0.769 0.482 3.104
C 0.050 0.799 2.056
N 0.280 2.104 1.883
C 0.591 -0.214 1.272
N 1.407 -0.120 0.136
C 1.832 0.899 -0.630
O 1.508 2.075 -0.485
C 2.753 0.499 -1.735
C 3.511 -0.670 -1.730
C 4.358 -0.959 -2.785
C 4.454 -0.084 -3.853
F 5.272 -0.374 -4.875
C 3.712 1.092 -3.858
F 3.808 1.947 -4.888
C 2.873 1.386 -2.803
C 0.377 -1.590 1.627
O 0.869 -2.539 1.032
N -0.437 -1.789 2.743
C -3.089 1.341 0.789
C -2.778 2.016 -0.374
H -0.293 1.052 -3.133
H -0.420 2.619 -3.938
H -0.172 2.536 -2.188
H -2.546 3.086 -2.762
H -2.665 1.572 -3.670
H -2.402 -0.616 -2.439
H -2.943 -1.828 -0.378
H -3.589 -0.033 2.785
H -2.972 -3.263 4.044
H -4.246 -2.051 4.283
H -0.257 2.745 2.439
H 0.729 2.396 1.010
H 1.657 -1.069 -0.144
H 3.474 -1.359 -0.900
H 4.952 -1.858 -2.792
H 2.308 2.304 -2.803
H -0.625 -2.752 2.997
H -3.275 1.888 1.703
H -2.728 3.095 -0.365
*
```

Computed properties:
SMILES   CCc1ccc(NC(=O)CSc2nc(N)c(NC(=O)c3ccc(F)c(F)c3)c(=O)[nH]2)cc1
Max |F|   0.80 eV Å⁻¹
Gap between HOMO and LUMO   8.00 eV
Electronic energy   -1909.16805 hartree
E_HOMO   -7.9344 eV

The following is a DFT calculation (ωB97M-V/def2-TZVPD) of a molecular structure, C16H29MgNO4S2 in a non-equilibrium geometry.

Structure (ORCA input):
```
! wB97M-V def2-TZVPD RIJCOSX def2/J DEFGRID3
* xyz 2 1
C 2.015 -2.415 4.787
C 1.691 -2.256 3.320
O 0.578 -2.946 2.912
C 0.064 -2.442 1.699
O 0.405 -2.978 0.699
C -0.766 -1.214 1.846
C -1.973 -1.154 0.890
C -3.126 -0.322 1.465
C -2.780 1.166 1.476
C -2.666 1.746 0.053
C -1.229 2.136 -0.298
C -1.132 2.694 -1.709
S 0.527 2.748 -2.467
C 1.387 1.279 -1.937
S 2.097 1.531 -0.464
N 1.512 0.210 -2.711
C 0.617 0.073 -3.885
C -0.813 -0.317 -3.490
C 2.901 -0.278 -2.952
C 3.583 0.472 -4.082
O -1.503 1.388 2.149
C -1.541 1.615 3.486
O -1.824 0.792 4.288
H 1.090 -2.283 5.353
H 2.430 -3.396 5.018
H 2.726 -1.645 5.099
H 1.659 -1.204 3.002
H 2.552 -2.754 2.682
H -0.081 -0.388 1.613
H -1.077 -1.078 2.883
H -2.323 -2.169 0.686
H -1.663 -0.748 -0.080
H -3.361 -0.657 2.479
H -4.029 -0.467 0.863
H -3.535 1.718 2.044
H -3.331 2.611 -0.029
H -3.012 1.005 -0.676
H -0.587 1.265 -0.164
H -0.878 2.913 0.385
H -1.781 2.174 -2.416
H -1.445 3.742 -1.704
H 1.058 -0.721 -4.490
H 0.641 0.979 -4.496
H -1.530 0.477 -3.690
H -0.858 -0.570 -2.426
H -1.135 -1.205 -4.034
H 2.837 -1.346 -3.173
H 3.460 -0.181 -2.020
H 4.597 0.076 -4.184
H 3.084 0.330 -5.042
H 3.676 1.540 -3.865
H -1.216 2.634 3.746
Mg 4.006 -2.182 1.560
*
```

Computed properties:
Max |F|   1.52 eV Å⁻¹
Gap between HOMO and LUMO   3.14 eV
Electronic energy   -1978.50256 hartree
E_HOMO   -13.8327 eV

The following is a DFT calculation (ωB97M-V/def2-TZVPD) of a molecular structure, C46H68BN7O3SeSr in a non-equilibrium geometry.

Structure (ORCA input):
```
! wB97M-V def2-TZVPD RIJCOSX def2/J DEFGRID3
* xyz -2 1
Sr -1.970 -0.442 0.328
C 3.695 2.585 -4.175
C 3.810 1.059 -4.064
C 4.074 0.502 -5.463
C 5.017 0.718 -3.181
C 2.535 0.486 -3.448
C 2.158 0.875 -2.166
C 1.024 0.385 -1.553
Se 0.629 0.921 0.266
C 1.607 -0.475 1.165
C 2.962 -0.322 1.382
C 3.716 -1.325 1.980
C 3.023 -2.474 2.354
C 1.663 -2.681 2.169
C 0.890 -1.645 1.551
O -0.375 -1.734 1.347
C 1.109 -4.036 2.654
C 1.393 -4.177 4.157
C -0.393 -4.270 2.462
C 1.834 -5.163 1.904
C 5.219 -1.217 2.215
C 5.783 0.117 1.725
C 5.530 -1.341 3.713
C 5.946 -2.341 1.464
C 0.155 -0.527 -2.219
O -0.942 -0.938 -1.684
C 0.556 -0.961 -3.522
C 1.713 -0.441 -4.087
C -0.294 -1.996 -4.268
C 0.305 -2.343 -5.632
C -1.714 -1.466 -4.511
C -0.364 -3.295 -3.450
H 4.615 3.015 -4.583
H 2.865 2.859 -4.828
H 3.510 3.040 -3.202
H 4.992 0.942 -5.865
H 4.197 -0.581 -5.452
H 3.259 0.740 -6.149
H 5.936 1.132 -3.609
H 4.900 1.124 -2.176
H 5.134 -0.362 -3.083
H 2.765 1.584 -1.610
H 3.420 0.605 1.060
H 3.587 -3.276 2.824
H 0.913 -3.370 4.712
H 0.997 -5.127 4.527
H 2.462 -4.146 4.378
H -1.007 -3.551 2.994
H -0.697 -4.211 1.422
H -0.615 -5.276 2.844
H 2.914 -5.131 2.058
H 1.468 -6.135 2.248
H 1.647 -5.088 0.833
H 5.327 0.962 2.241
H 6.861 0.146 1.912
H 5.623 0.256 0.655
H 5.032 -0.547 4.272
H 5.184 -2.294 4.114
H 6.607 -1.268 3.893
H 5.745 -2.280 0.394
H 7.027 -2.274 1.619
H 5.617 -3.323 1.804
H 1.988 -0.779 -5.077
H 0.349 -1.475 -6.293
H 1.312 -2.755 -5.545
H -0.324 -3.097 -6.112
H -1.681 -0.541 -5.092
H -2.287 -2.205 -5.085
H -2.227 -1.269 -3.574
H 0.636 -3.718 -3.325
H -0.786 -3.109 -2.466
H -0.983 -4.030 -3.976
C -0.739 -0.392 4.112
C -0.877 1.025 3.668
C -0.292 2.169 4.238
C -0.778 3.220 3.494
C -0.505 4.680 3.640
N -1.601 2.715 2.550
N -1.646 1.359 2.642
B -2.499 3.487 1.558
N -3.956 3.011 1.686
N -4.378 1.790 1.262
C -5.672 1.735 1.519
C -6.452 0.511 1.183
C -6.122 2.932 2.106
C -4.991 3.711 2.202
C -4.849 5.085 2.768
N -1.996 3.489 0.095
N -2.074 2.390 -0.701
C -1.717 2.774 -1.914
C -1.739 1.822 -3.060
C -1.394 4.141 -1.927
C -1.589 4.556 -0.629
C -1.420 5.922 -0.052
H -1.040 -0.495 5.159
H 0.289 -0.747 4.019
H -1.356 -1.055 3.511
H 0.390 2.223 5.069
H 0.163 4.840 4.489
H -1.416 5.255 3.805
H -0.023 5.093 2.753
H -2.474 4.636 1.913
H -5.835 -0.167 0.608
H -7.343 0.756 0.597
H -6.775 -0.026 2.079
H -7.119 3.188 2.427
H -5.818 5.416 3.148
H -4.510 5.806 2.023
H -4.131 5.120 3.588
H -2.120 0.853 -2.748
H -0.740 1.662 -3.477
H -2.383 2.203 -3.860
H -1.063 4.741 -2.758
H -1.080 6.601 -0.838
H -0.686 5.945 0.753
H -2.352 6.312 0.357
N -5.627 -2.396 -2.209
C -4.666 -2.003 -1.327
O -4.027 -0.995 -1.576
C -4.465 -2.895 -0.099
C -3.956 -2.207 1.167
H -5.662 -1.930 -3.100
H -6.071 -3.287 -2.081
H -3.704 -3.607 -0.453
H -5.398 -3.506 -0.061
H -3.516 -2.954 1.837
H -4.773 -1.736 1.728
*
```

Computed properties:
Relative energy (zero: lowest compared OMol25 entry of this formula, charge and spin)   14.8 kcal per mole
Max |F|   2.78 eV Å⁻¹
Gap between HOMO and LUMO   5.06 eV
Electronic energy   -4859.93259 hartree
E_HOMO   -0.9641 eV

The following is a DFT calculation (ωB97M-V/def2-TZVPD) of 2 unconnected molecules or ions with the total composition C4H5BrClI in a non-equilibrium geometry.

Structure (ORCA input):
```
! wB97M-V def2-TZVPD RIJCOSX def2/J DEFGRID3
* xyz 0 1
Cl 2.455 -1.821 -0.085
C 1.093 -0.932 -0.748
C -0.165 -0.868 -0.044
C -1.597 -0.379 -0.246
C -2.786 -0.565 0.488
I -4.386 0.611 -0.040
H 1.292 -0.734 -1.798
H 0.105 -1.239 0.911
H -1.509 0.372 -0.905
H -2.883 -1.397 1.149
Br 2.212 2.850 -0.038
H 2.781 3.709 0.910
*
```

Computed properties:
Relative energy (zero: lowest compared OMol25 entry of this formula, charge and spin)   21.6 kcal per mole
SMILES   Cl/C=C/C=C/I.Br
Max |F|   5.03 eV Å⁻¹
Gap between HOMO and LUMO   8.35 eV
Electronic energy   -3487.21096 hartree
E_HOMO   -8.5488 eV

The following is a DFT calculation (ωB97M-V/def2-TZVPD) of 8 unconnected molecules or ions with the total composition C11H38O9 in a non-equilibrium geometry.

Structure (ORCA input):
```
! wB97M-V def2-TZVPD RIJCOSX def2/J DEFGRID3
* xyz 0 1
C -12.760 -13.892 8.136
C -13.604 -14.785 9.027
C -13.500 -14.463 10.530
O -14.961 -14.635 8.588
H -12.839 -14.208 7.096
H -11.724 -14.157 8.381
H -12.927 -12.827 8.264
H -13.296 -15.823 8.845
H -13.843 -13.444 10.673
H -12.487 -14.716 10.846
H -14.158 -15.171 11.039
H -15.527 -15.241 9.078
C -9.692 -9.804 2.343
C -8.918 -11.042 2.666
C -9.313 -11.546 4.074
O -9.364 -12.128 1.798
H -9.347 -8.954 2.946
H -10.754 -9.863 2.573
H -9.514 -9.526 1.300
H -7.830 -11.033 2.568
H -9.339 -10.714 4.787
H -8.854 -12.402 4.565
H -10.356 -11.868 3.990
H -9.441 -11.766 0.905
C -6.491 -16.573 8.131
C -5.679 -17.236 9.260
C -4.376 -17.806 8.700
O -5.438 -16.312 10.296
H -6.647 -17.381 7.407
H -5.970 -15.758 7.631
H -7.474 -16.241 8.464
H -6.222 -18.077 9.693
H -3.578 -17.946 9.434
H -3.879 -17.079 8.039
H -4.502 -18.722 8.125
H -4.877 -15.586 10.015
O -12.523 -17.069 3.053
C -11.959 -15.812 2.757
C -12.177 -14.789 3.839
O -13.518 -14.430 4.084
H -13.462 -17.040 2.852
H -10.894 -15.930 2.560
H -12.337 -15.372 1.820
H -11.621 -13.878 3.613
H -11.724 -15.209 4.748
H -13.927 -14.903 4.808
O -7.216 -14.592 4.838
H -8.132 -14.649 5.189
H -7.320 -14.359 3.908
O -9.934 -18.568 6.756
H -10.172 -18.482 7.687
H -8.984 -18.736 6.762
O -9.046 -12.505 7.730
H -9.118 -11.545 7.675
H -8.168 -12.666 8.101
O -9.539 -14.883 6.283
H -9.392 -15.678 6.814
H -9.380 -14.136 6.893
*
```

Computed properties:
Relative energy (zero: lowest compared OMol25 entry of this formula, charge and spin)   0.0 kcal per mole
SMILES   CC(C)O.CC(C)O.CC(C)O.OCCO.O.O.O.O
Max |F|   2.85 eV Å⁻¹
Gap between HOMO and LUMO   9.65 eV
Electronic energy   -1119.00372 hartree
E_HOMO   -9.5167 eV

The following is a DFT calculation (ωB97M-V/def2-TZVPD) of 2 unconnected molecules or ions with the total composition C10H26BI2NO5P2S.

Structure (ORCA input):
```
! wB97M-V def2-TZVPD RIJCOSX def2/J DEFGRID3
* xyz 0 1
C 3.256 -0.075 0.007
O 2.533 0.592 -1.005
C 1.209 0.053 -1.240
B 1.316 -0.844 -2.576
C 1.992 -0.435 -3.917
O 0.839 -2.147 -2.467
C 0.172 1.186 -1.074
N 0.088 1.416 0.408
P -0.572 2.754 1.188
O -0.955 2.497 2.582
C -1.235 0.748 -1.535
I -1.402 0.867 -3.698
C -1.735 -0.653 -1.148
C -3.141 -0.938 -1.713
I -1.874 -1.016 0.972
P 0.945 2.822 -1.698
C -0.458 3.837 -2.288
O 1.639 2.473 -3.148
H 3.333 -1.148 -0.189
H 2.812 0.071 0.997
H 4.259 0.347 0.016
H 0.980 -0.627 -0.408
H 3.067 -0.294 -3.765
H 1.608 0.492 -4.335
H 1.863 -1.226 -4.655
H 1.289 -2.629 -1.770
H 1.028 1.310 0.783
H -1.651 3.108 0.368
H 0.338 3.816 1.115
H -1.965 1.472 -1.179
H -1.070 -1.414 -1.539
H -3.730 -0.025 -1.792
H -3.684 -1.597 -1.041
H -3.079 -1.448 -2.670
H -0.253 4.884 -2.075
H -1.414 3.558 -1.847
H -0.563 3.714 -3.363
H 2.585 2.510 -2.997
C -0.730 -4.146 5.158
S -1.870 -2.778 5.404
O -2.492 -2.501 4.087
C -0.610 -1.521 5.646
H -1.324 -5.031 4.938
H -0.075 -3.921 4.317
H -0.153 -4.306 6.068
H 0.035 -1.486 4.768
H -0.035 -1.752 6.543
H -1.118 -0.567 5.768
*
```

Computed properties:
Max |F|   0.95 eV Å⁻¹
Gap between HOMO and LUMO   8.65 eV
Electronic energy   -2528.72097 hartree
E_HOMO   -8.4243 eV

The following is a DFT calculation (ωB97M-V/def2-TZVPD) of 3 unconnected molecules or ions with the total composition C3H10NO4 in a non-equilibrium geometry.

Structure (ORCA input):
```
! wB97M-V def2-TZVPD RIJCOSX def2/J DEFGRID3
* xyz -1 1
C -1.165 -1.644 1.574
N -1.433 -0.313 1.118
C -1.530 -0.293 -0.194
C -0.086 -0.138 -1.177
O 0.226 1.153 -1.154
O -0.363 -0.627 -2.260
H -0.282 -2.051 1.081
H -0.936 -1.654 2.626
H -1.980 -2.361 1.387
H -1.958 -1.201 -0.525
H -2.113 0.545 -0.541
H 0.695 -0.700 -0.598
H 1.231 1.310 -0.911
H 3.042 2.152 -0.562
O 2.563 1.385 -0.266
H 1.567 0.827 1.329
H 0.101 0.188 1.594
O 0.991 0.225 1.911
*
```

Computed properties:
Relative energy (zero: lowest compared OMol25 entry of this formula, charge and spin)   136.2 kcal per mole
Max |F|   6.30 eV Å⁻¹
Gap between HOMO and LUMO   6.54 eV
Electronic energy   -475.91861 hartree
E_HOMO   -4.5829 eV